Entry 1:
Molecular formula: C50H110N10O20
Method: DFT, wB97M-V/def2-TZVPD

Orbital gap, Eh: 0.332
DFT total energy, eV: -109478.171

The geometry in ORCA input format:
```
! RIJCOSX wB97M-V def2-TZVPD def2/J DEFGRID3
* xyz 0 1
C -6.62 3.28 -6.28
O -6.51 4.46 -6.21
N -7.42 2.65 -7.24
C -7.22 1.25 -7.52
C -8.05 3.40 -8.33
H -6.03 2.50 -5.77
H -6.88 0.82 -6.58
H -6.47 1.08 -8.29
H -8.23 0.87 -7.66
H -7.51 3.36 -9.27
H -9.03 3.04 -8.65
H -8.34 4.40 -8.02
C -2.89 3.13 5.72
O -1.70 3.41 5.89
N -4.00 3.75 6.35
C -5.43 3.34 6.07
C -3.74 4.81 7.35
H -3.17 2.36 4.98
H -5.50 2.79 5.13
H -6.05 4.20 6.29
H -5.81 2.64 6.81
H -4.43 5.64 7.18
H -3.93 4.36 8.32
H -2.77 5.30 7.32
C 0.74 9.58 3.22
O -0.02 10.49 2.91
N 0.83 8.35 2.66
C -0.22 7.85 1.73
C 1.97 7.50 2.90
H 1.43 9.63 4.07
H -0.13 8.21 0.71
H -1.20 8.10 2.14
H -0.19 6.76 1.74
H 2.63 7.96 3.64
H 1.60 6.59 3.36
H 2.51 7.20 2.00
C 4.06 -4.87 -6.33
O 4.42 -3.85 -5.73
N 2.79 -5.17 -6.67
C 2.32 -6.57 -6.80
C 1.66 -4.34 -6.22
H 4.78 -5.67 -6.59
H 2.92 -7.21 -7.45
H 1.33 -6.46 -7.24
H 2.20 -7.00 -5.81
H 1.84 -3.27 -6.34
H 0.74 -4.50 -6.79
H 1.44 -4.39 -5.15
C 2.75 -8.18 0.59
O 3.36 -8.52 1.61
N 1.55 -7.65 0.53
C 0.79 -7.67 -0.69
C 0.69 -7.35 1.70
H 3.13 -8.32 -0.44
H 0.21 -6.76 -0.87
H 0.13 -8.54 -0.74
H 1.35 -7.90 -1.59
H 0.11 -6.44 1.53
H -0.18 -7.97 1.92
H 1.32 -7.19 2.58
C 8.77 1.07 -7.13
O 9.92 0.75 -7.35
N 8.19 1.06 -5.89
C 6.74 1.31 -5.70
C 8.92 0.47 -4.78
H 8.00 1.40 -7.83
H 6.26 0.39 -5.35
H 6.29 1.70 -6.61
H 6.58 2.04 -4.91
H 8.87 1.11 -3.90
H 8.42 -0.39 -4.34
H 9.98 0.27 -4.86
C -9.99 0.50 2.02
O -8.89 0.07 2.33
N -10.27 0.96 0.82
C -11.65 1.30 0.41
C -9.26 1.35 -0.18
H -10.90 0.37 2.63
H -12.24 1.72 1.23
H -12.17 0.43 0.01
H -11.66 2.05 -0.39
H -9.54 2.36 -0.47
H -8.26 1.63 0.17
H -9.24 0.64 -1.01
C -4.28 -3.01 -4.89
O -3.51 -2.47 -5.73
N -5.03 -4.13 -5.08
C -5.83 -4.69 -3.97
C -4.99 -4.88 -6.30
H -4.28 -2.70 -3.83
H -6.91 -4.58 -4.02
H -5.67 -4.08 -3.08
H -5.49 -5.71 -3.80
H -4.51 -4.26 -7.06
H -4.51 -5.85 -6.25
H -5.99 -5.15 -6.66
C 8.90 1.64 5.52
O 10.08 1.86 5.84
N 8.59 1.37 4.26
C 7.18 1.12 3.89
C 9.46 1.39 3.04
H 8.07 1.59 6.24
H 6.70 2.05 3.59
H 6.68 0.72 4.77
H 7.05 0.43 3.06
H 10.45 1.67 3.40
H 9.48 0.47 2.45
H 9.23 2.31 2.51
C -6.91 7.26 1.71
O -6.27 6.27 1.42
N -7.75 7.93 0.84
C -8.07 7.32 -0.46
C -8.56 9.04 1.33
H -6.88 7.78 2.68
H -7.23 6.82 -0.94
H -8.31 8.15 -1.12
H -8.86 6.57 -0.42
H -9.55 8.60 1.31
H -8.18 9.36 2.30
H -8.43 9.96 0.77
O -2.29 -0.59 0.14
C -1.46 0.05 -0.51
O -0.17 -0.36 -0.91
C 0.27 -1.61 -0.66
C 1.75 -1.59 -0.72
C -1.77 1.42 -1.06
H -0.03 -2.31 -1.45
H -0.16 -1.93 0.29
H 2.14 -0.82 -1.38
H 2.20 -2.56 -0.94
H 2.12 -1.37 0.29
H -0.87 1.86 -0.64
H -2.74 1.78 -0.73
H -1.81 1.56 -2.14
O -3.92 -5.10 4.87
C -4.49 -4.05 5.34
O -5.64 -4.01 6.03
C -6.33 -5.18 6.12
C -7.42 -5.04 7.20
C -3.84 -2.71 5.11
H -5.85 -6.15 6.21
H -6.94 -5.30 5.23
H -8.10 -5.90 7.28
H -7.96 -4.11 7.02
H -7.05 -4.80 8.19
H -3.11 -2.76 4.30
H -3.64 -2.26 6.08
H -4.61 -2.21 4.51
O 10.63 -3.64 1.88
C 10.22 -3.59 0.69
O 10.99 -3.18 -0.38
C 12.39 -3.10 -0.31
C 12.75 -1.70 0.21
C 8.75 -3.70 0.42
H 12.92 -3.25 -1.25
H 12.70 -3.95 0.31
H 12.52 -1.56 1.27
H 12.17 -0.91 -0.27
H 13.81 -1.49 0.04
H 8.16 -3.38 1.28
H 8.52 -4.75 0.23
H 8.44 -3.08 -0.42
O 2.62 -3.49 5.09
C 3.31 -3.05 6.00
O 4.47 -3.43 6.49
C 5.35 -4.43 5.80
C 5.01 -5.76 6.50
C 2.90 -1.83 6.73
H 6.42 -4.28 5.83
H 5.04 -4.37 4.76
H 3.99 -6.10 6.37
H 5.54 -5.74 7.46
H 5.55 -6.58 6.04
H 2.35 -2.15 7.61
H 2.20 -1.23 6.14
H 3.77 -1.45 7.25
O 3.11 5.65 -2.27
C 3.04 4.45 -2.47
O 2.25 3.76 -3.42
C 1.49 4.64 -4.28
C 0.75 3.81 -5.26
C 3.97 3.56 -1.65
H 2.18 5.18 -4.92
H 0.68 5.26 -3.90
H 1.22 2.84 -5.37
H 0.58 4.37 -6.18
H -0.26 3.73 -4.87
H 3.69 3.60 -0.60
H 5.02 3.86 -1.67
H 3.79 2.51 -1.87
*
```

=====

Entry 2:
Molecular formula: C50H115N7O8
Method: DFT, wB97M-V/def2-TZVPD

Orbital gap, Eh: 0.301
Structure (SMILES): CC1(C)CCCC(C)(C)N1O.CC1(C)CCCC(C)(C)N1O.CC1(C)CCCC(C)(C)N1O.CC1(C)CCCC(C)(C)N1O.COC[C@H](C)N.COC[C@H](C)N.COC[C@H](C)N.CCO
Relative energy (zero: lowest compared OMol25 entry of this formula, charge and spin), eV: 2.1848
DFT total energy, eV: -80516.663

The geometry in ORCA input format:
```
! RIJCOSX wB97M-V def2-TZVPD def2/J DEFGRID3
* xyz 0 1
C -3.30 -1.09 -0.60
C -4.05 -0.85 -1.93
C -3.13 -0.02 -2.84
C -4.38 -2.19 -2.63
C -5.54 -2.98 -2.04
C -6.78 -2.07 -1.91
C -6.50 -0.76 -1.17
C -7.74 0.09 -1.47
C -6.42 -1.03 0.34
N -5.31 -0.14 -1.72
O -5.17 1.19 -1.34
H -3.56 -2.02 -0.09
H -2.23 -1.15 -0.80
H -3.36 -0.28 0.13
H -3.61 0.33 -3.75
H -2.81 0.81 -2.21
H -2.28 -0.63 -3.16
H -4.57 -1.91 -3.67
H -3.52 -2.88 -2.66
H -5.76 -3.83 -2.69
H -5.26 -3.32 -1.04
H -7.51 -2.73 -1.43
H -7.11 -1.82 -2.92
H -7.79 0.92 -0.76
H -8.69 -0.45 -1.32
H -7.85 0.40 -2.51
H -5.69 -1.80 0.59
H -7.40 -1.35 0.70
H -6.18 -0.11 0.88
H -4.71 1.24 -0.47
C -3.90 0.94 2.51
C -3.44 2.27 3.17
C -4.70 3.03 3.63
C -2.60 1.96 4.41
C -1.21 1.42 4.11
C -0.47 2.44 3.27
C -1.22 2.89 1.99
C -0.57 4.22 1.61
C -1.01 1.81 0.91
N -2.64 3.11 2.28
O -3.37 3.48 1.12
H -4.94 0.70 2.74
H -3.71 0.93 1.44
H -3.33 0.10 2.91
H -5.41 3.20 2.83
H -5.14 2.51 4.48
H -4.31 4.01 3.95
H -2.51 2.89 4.97
H -3.08 1.31 5.15
H -0.64 1.02 4.94
H -1.27 0.53 3.46
H 0.48 2.02 2.92
H -0.17 3.29 3.89
H -1.08 4.60 0.72
H 0.49 4.15 1.39
H -0.80 4.92 2.41
H 0.06 1.57 0.87
H -1.23 2.18 -0.09
H -1.50 0.88 1.20
H -3.47 4.43 1.25
C 6.53 1.83 -0.25
C 5.74 0.93 0.74
C 5.90 -0.48 0.15
C 6.44 0.97 2.10
C 6.11 2.22 2.89
C 4.59 2.29 3.06
C 3.83 2.37 1.72
C 2.35 2.15 1.99
C 4.02 3.73 1.04
N 4.34 1.31 0.85
O 3.68 1.25 -0.40
H 7.47 1.44 -0.64
H 5.91 2.17 -1.07
H 6.87 2.74 0.26
H 6.95 -0.74 0.08
H 5.39 -1.19 0.81
H 5.46 -0.57 -0.84
H 6.15 0.08 2.67
H 7.52 0.82 1.97
H 6.65 2.27 3.84
H 6.33 3.14 2.34
H 4.31 3.11 3.71
H 4.28 1.37 3.57
H 1.77 2.24 1.06
H 2.04 2.96 2.66
H 2.17 1.19 2.47
H 3.60 4.57 1.61
H 3.50 3.72 0.07
H 5.06 3.93 0.81
H 3.20 0.40 -0.34
C 1.44 4.57 -5.16
C 0.26 4.67 -4.20
C -0.38 6.06 -4.33
C -0.81 3.63 -4.59
C -1.78 3.34 -3.43
C -0.95 2.87 -2.26
C -0.06 3.98 -1.69
C -0.89 5.07 -1.02
C 0.87 3.32 -0.66
N 0.76 4.45 -2.81
O 1.61 5.53 -2.44
H 2.11 5.42 -5.27
H 1.11 4.18 -6.13
H 2.14 3.81 -4.79
H -1.25 6.15 -3.68
H -0.71 6.30 -5.34
H 0.28 6.89 -4.09
H -1.33 4.07 -5.44
H -0.34 2.69 -4.88
H -2.51 2.59 -3.75
H -2.33 4.28 -3.32
H -0.34 2.03 -2.60
H -1.53 2.44 -1.43
H -0.28 5.94 -0.73
H -1.65 5.45 -1.71
H -1.45 4.74 -0.15
H 0.33 3.23 0.28
H 1.22 2.34 -0.98
H 1.73 3.97 -0.48
H 2.49 5.14 -2.54
C 4.93 -3.45 -3.00
O 4.45 -3.52 -1.67
C 4.75 -4.78 -1.08
C 4.55 -4.76 0.43
C 4.78 -6.14 1.03
N 3.21 -4.31 0.85
H 4.65 -4.36 -3.55
H 6.01 -3.33 -3.07
H 4.38 -2.64 -3.47
H 4.21 -5.61 -1.56
H 5.79 -5.05 -1.31
H 5.30 -4.06 0.80
H 5.73 -6.57 0.70
H 3.98 -6.84 0.75
H 4.80 -6.11 2.12
H 2.46 -4.96 0.57
H 3.06 -3.46 0.33
C -3.49 -5.54 0.08
O -2.12 -5.25 0.15
C -1.42 -5.58 -1.03
C 0.02 -5.17 -0.86
C 0.90 -5.42 -2.08
N 0.64 -5.85 0.30
H -3.86 -5.06 -0.83
H -3.97 -5.10 0.96
H -3.81 -6.59 0.08
H -1.52 -6.67 -1.20
H -1.84 -5.14 -1.95
H 0.03 -4.11 -0.59
H 1.82 -4.84 -2.07
H 0.33 -5.39 -3.01
H 1.24 -6.46 -2.08
H 0.81 -6.82 0.07
H -0.03 -5.84 1.07
C -2.03 -2.85 2.47
O -1.08 -2.05 3.12
C 0.16 -1.87 2.47
C 1.32 -2.07 3.45
C 1.27 -0.96 4.49
N 2.63 -2.10 2.80
H -2.07 -2.61 1.40
H -3.01 -2.67 2.91
H -1.88 -3.91 2.68
H 0.33 -2.57 1.64
H 0.16 -0.83 2.10
H 1.20 -3.00 4.02
H 1.35 0.04 4.05
H 2.05 -1.03 5.25
H 0.33 -0.94 5.05
H 2.73 -3.02 2.36
H 2.66 -1.40 2.06
C 0.39 -1.37 -1.68
C 1.76 -2.08 -1.57
O 2.56 -1.25 -0.75
H 0.05 -1.06 -0.69
H -0.34 -1.99 -2.20
H 0.46 -0.39 -2.16
H 2.09 -2.17 -2.61
H 1.65 -3.06 -1.10
H 3.40 -1.74 -0.66
*
```